(1)
{
  "formula": "C3H3FO2Sc",
  "method": "ωB97M-V with the def2-TZVPD basis set",
  "lumo_ev": [-12.275, -11.977],
  "charge": 2,
  "spin_multiplicity": 2,
  "homo_lumo_gap_ha": [0.1761, 0.1869],
  "fmax_ev_per_a": 7.9,
  "de_lowest_kcal_mol": 30.6,
  "total_energy_ha": -1126.260003,
  "symbols": ["H", "H", "O", "O", "C", "C", "C", "H", "F", "Sc"],
  "xyz": [[-0.93, 0.64, 1.12], [-0.35, 1.26, -1.18], [1.52, 0.46, -0.74], [0.82, -0.99, 0.69], [0.26, 1.04, -0.31], [-0.31, -0.19, 0.57], [1.81, -0.67, -0.17], [0.49, 1.94, 0.28], [-1.26, -0.66, -0.35], [-2.06, -2.83, 0.09]]
}

(2)
{
  "formula": "CH6N",
  "method": "ωB97M-V with the def2-TZVPD basis set",
  "lumo_ev": -7.800,
  "charge": 1,
  "homo_lumo_gap_ha": 0.3251,
  "fmax_ev_per_a": 2.4,
  "de_lowest_kcal_mol": 68.7,
  "total_energy_ha": -96.079032,
  "symbols": ["C", "N", "H", "H", "H", "H", "H", "H"],
  "xyz": [[0.02, -1.43, 0.33], [0.03, 1.17, -0.29], [1.05, -1.28, 0.66], [-0.77, -1.33, 1.06], [-0.16, -1.81, -0.66], [-0.71, 1.54, 0.30], [-0.28, 1.05, -1.25], [0.91, 1.66, -0.21]]
}

(3)
{
  "formula": "C5H5NO",
  "method": "ωB97M-V with the def2-TZVPD basis set",
  "smiles": "N#C[C@@H]1C[C@@H]1C=O",
  "lumo_ev": 0.540,
  "charge": 0,
  "homo_lumo_gap_ha": 0.3973,
  "fmax_ev_per_a": 1.2,
  "de_lowest_kcal_mol": 32.4,
  "total_energy_ha": -323.468105,
  "symbols": ["O", "C", "C", "C", "C", "C", "N", "H", "H", "H", "H", "H"],
  "xyz": [[-0.46, 1.30, 2.37], [-0.60, 0.90, 1.24], [0.56, 0.44, 0.40], [0.72, -1.02, 0.13], [0.33, -0.10, -1.00], [-1.03, -0.17, -1.49], [-2.13, -0.23, -1.85], [-1.60, 0.86, 0.77], [1.46, 1.02, 0.56], [-0.04, -1.70, 0.51], [1.73, -1.43, 0.12], [1.07, 0.14, -1.75]]
}

(4)
{
  "formula": "C27H30AsCl4F6N2O2PSSe2Zr",
  "method": "ωB97M-V with the def2-TZVPD basis set",
  "lumo_ev": [-3.716, -5.584],
  "charge": 1,
  "spin_multiplicity": 2,
  "homo_lumo_gap_ha": [0.2819, 0.2140],
  "fmax_ev_per_a": 4.5,
  "de_lowest_kcal_mol": 38.1,
  "total_energy_ha": -11572.091947,
  "symbols": ["Zr", "Cl", "C", "C", "Cl", "C", "Cl", "C", "O", "C", "O", "C", "Cl", "Se", "P", "Se", "C", "C", "C", "C", "C", "C", "C", "C", "C", "C", "C", "C", "H", "H", "H", "H", "H", "H", "H", "H", "H", "H", "F", "As", "F", "F", "F", "F", "F", "C", "C", "C", "C", "N", "C", "S", "N", "C", "C", "C", "C", "H", "H", "H", "H", "H", "H", "H", "H", "H", "H", "H", "H", "H", "H", "H", "H", "H", "H", "H", "H"],
  "xyz": [[-16.36, 5.55, 8.48], [-23.16, 6.94, 9.08], [-21.47, 7.15, 9.14], [-20.82, 8.25, 9.75], [-21.82, 9.44, 10.37], [-19.49, 8.35, 9.80], [-18.73, 9.78, 10.46], [-18.72, 7.38, 9.15], [-17.47, 7.51, 8.94], [-19.31, 6.19, 8.73], [-18.63, 5.15, 8.33], [-20.72, 6.02, 8.73], [-21.38, 4.58, 8.16], [-16.57, 2.87, 8.56], [-16.57, 3.28, 10.73], [-16.44, 5.45, 11.13], [-15.11, 2.57, 11.51], [-15.36, 2.24, 12.85], [-14.38, 1.74, 13.61], [-13.06, 1.57, 13.09], [-12.88, 1.89, 11.74], [-13.88, 2.43, 10.94], [-18.12, 2.51, 11.32], [-18.23, 1.16, 11.34], [-19.35, 0.55, 11.94], [-20.44, 1.41, 12.23], [-20.39, 2.81, 12.08], [-19.16, 3.41, 11.66], [-16.36, 2.35, 13.24], [-14.53, 1.60, 14.69], [-12.31, 1.32, 13.85], [-11.78, 1.85, 11.33], [-13.71, 2.52, 9.90], [-17.39, 0.42, 11.14], [-19.44, -0.56, 12.19], [-21.25, 0.98, 12.76], [-21.27, 3.42, 12.33], [-19.01, 4.46, 11.54], [-14.40, 4.83, 8.16], [-13.24, 6.45, 8.48], [-13.52, 5.98, 10.11], [-11.85, 5.48, 8.34], [-12.52, 7.96, 8.77], [-13.25, 6.62, 6.77], [-14.85, 7.28, 8.51], [-13.83, 10.03, 6.14], [-14.81, 10.97, 6.89], [-16.09, 10.36, 7.40], [-17.10, 9.86, 6.38], [-16.74, 8.49, 5.85], [-17.45, 7.36, 5.92], [-16.50, 5.84, 5.90], [-18.75, 7.29, 6.00], [-19.86, 8.28, 5.80], [-20.01, 8.80, 4.37], [-19.86, 7.64, 3.39], [-18.49, 7.51, 2.75], [-12.85, 10.50, 6.11], [-14.11, 9.86, 5.15], [-13.74, 9.16, 6.72], [-14.92, 11.96, 6.42], [-14.36, 11.32, 7.78], [-16.72, 11.07, 8.02], [-15.87, 9.62, 8.16], [-17.30, 10.61, 5.64], [-18.02, 9.72, 6.90], [-15.77, 8.24, 5.99], [-19.18, 6.38, 5.91], [-19.84, 9.16, 6.51], [-20.81, 7.85, 6.06], [-19.22, 9.53, 4.19], [-21.00, 9.34, 4.42], [-20.58, 7.72, 2.58], [-20.17, 6.70, 3.93], [-18.31, 8.39, 2.17], [-18.29, 6.56, 2.14], [-17.73, 7.54, 3.54]]
}

(5)
{
  "formula": "CH2BNO",
  "method": "ωB97M-V with the def2-TZVPD basis set",
  "smiles": "N#CBO",
  "lumo_ev": [-1.090, -1.087],
  "charge": 0,
  "homo_lumo_gap_ha": [0.3655, 0.3655],
  "fmax_ev_per_a": 15.7,
  "de_lowest_kcal_mol": 74.6,
  "total_energy_ha": -194.069667,
  "symbols": ["B", "C", "N", "O", "H", "H"],
  "xyz": [[0.88, -0.03, 0.03], [2.40, 0.08, -0.06], [3.83, -0.02, 0.04], [0.13, 1.10, -0.03], [0.31, -1.20, 0.11], [-0.71, 0.88, 0.26]]
}

(6)
{
  "formula": "C57H71AsBiBrN7O",
  "method": "ωB97M-V with the def2-TZVPD basis set",
  "lumo_ev": -2.296,
  "charge": 1,
  "homo_lumo_gap_ha": 0.2651,
  "fmax_ev_per_a": 1.7,
  "de_lowest_kcal_mol": 17.0,
  "total_energy_ha": -7697.352477,
  "symbols": ["Bi", "C", "N", "C", "C", "N", "C", "C", "C", "C", "C", "C", "N", "C", "N", "C", "C", "N", "C", "C", "N", "C", "C", "H", "H", "H", "H", "H", "H", "H", "H", "H", "H", "H", "H", "H", "H", "H", "H", "H", "H", "H", "H", "H", "H", "H", "H", "H", "H", "H", "H", "C", "C", "C", "C", "C", "C", "C", "Br", "C", "O", "C", "C", "C", "C", "C", "C", "H", "H", "H", "H", "H", "H", "H", "H", "H", "H", "H", "H", "H", "H", "H", "H", "H", "H", "H", "H", "C", "C", "C", "C", "C", "C", "As", "C", "C", "C", "C", "C", "C", "C", "C", "C", "C", "C", "C", "H", "H", "H", "H", "H", "H", "H", "H", "H", "H", "H", "H", "H", "C", "C", "C", "C", "C", "C", "H", "H", "H", "H", "H", "C", "C", "C", "N", "H", "H", "H", "H", "H"],
  "xyz": [[0.35, 0.63, 0.56], [0.40, 3.97, -1.17], [0.87, 4.55, 0.05], [2.02, 5.42, -0.13], [0.46, 4.13, 1.28], [-0.16, 2.98, 1.47], [-0.82, 2.84, 2.71], [-1.70, 3.83, 3.13], [-2.20, 3.88, 4.42], [-1.74, 2.95, 5.34], [-0.95, 1.90, 4.91], [-0.57, 1.75, 3.57], [0.12, 0.61, 3.13], [-0.05, -0.58, 3.71], [-1.15, -1.00, 4.39], [-2.49, -0.52, 4.16], [-1.04, -1.88, 5.54], [0.96, -1.48, 3.61], [0.74, -2.92, 3.53], [2.35, -1.09, 3.78], [0.80, 4.99, 2.30], [0.37, 6.38, 2.26], [1.25, 4.54, 3.60], [0.19, 4.76, -1.90], [-0.52, 3.43, -0.98], [1.15, 3.30, -1.61], [2.83, 4.86, -0.62], [2.39, 5.80, 0.81], [1.75, 6.26, -0.78], [-1.98, 4.60, 2.42], [-2.88, 4.66, 4.72], [-2.01, 3.02, 6.39], [-0.60, 1.17, 5.63], [-2.53, 0.13, 3.30], [-2.86, 0.03, 5.04], [-3.15, -1.37, 3.98], [0.00, -1.99, 5.84], [-1.47, -2.86, 5.34], [-1.59, -1.44, 6.37], [-0.31, -3.13, 3.39], [1.11, -3.44, 4.42], [1.29, -3.31, 2.66], [2.46, -0.03, 3.60], [2.98, -1.65, 3.08], [2.69, -1.33, 4.79], [0.01, 6.64, 1.27], [1.19, 7.05, 2.53], [-0.44, 6.54, 2.98], [1.52, 3.48, 3.55], [0.48, 4.67, 4.37], [2.13, 5.12, 3.89], [5.96, -5.05, 1.05], [4.53, -5.52, 0.77], [3.91, -6.06, 2.06], [4.60, -6.65, -0.27], [3.66, -4.36, 0.29], [3.89, -3.06, 0.66], [3.00, -2.07, 0.27], [3.53, -0.28, 0.73], [1.83, -2.26, -0.48], [0.94, -1.28, -0.69], [1.71, -3.59, -1.01], [2.58, -4.57, -0.57], [0.74, -3.95, -2.13], [1.04, -3.02, -3.32], [-0.71, -3.82, -1.68], [0.92, -5.38, -2.64], [6.59, -5.92, 1.28], [6.01, -4.39, 1.91], [6.39, -4.54, 0.19], [4.48, -6.93, 2.43], [2.88, -6.37, 1.89], [3.91, -5.30, 2.84], [5.36, -7.37, 0.02], [4.86, -6.26, -1.26], [3.65, -7.19, -0.35], [4.76, -2.77, 1.24], [2.42, -5.58, -0.94], [0.80, -2.00, -3.07], [0.44, -3.32, -4.19], [2.09, -3.07, -3.59], [-0.92, -2.82, -1.32], [-0.92, -4.53, -0.88], [-1.39, -4.03, -2.51], [1.94, -5.58, -2.97], [0.27, -5.53, -3.50], [0.63, -6.12, -1.89], [-3.51, -2.15, -4.57], [-2.42, -1.58, -5.20], [-1.56, -0.75, -4.50], [-1.79, -0.50, -3.15], [-2.90, -1.05, -2.53], [-3.76, -1.87, -3.24], [-0.71, 0.83, -2.18], [0.96, 1.09, -3.17], [2.20, 0.56, -2.87], [3.33, 0.96, -3.58], [3.21, 1.90, -4.59], [1.97, 2.46, -4.88], [0.84, 2.07, -4.17], [-0.51, 2.63, -4.34], [-0.90, 3.47, -5.37], [-2.23, 3.85, -5.48], [-3.17, 3.38, -4.57], [-2.78, 2.55, -3.53], [-1.44, 2.19, -3.40], [-4.17, -2.81, -5.12], [-2.23, -1.78, -6.25], [-0.71, -0.30, -5.00], [-3.10, -0.83, -1.49], [-4.62, -2.30, -2.74], [2.31, -0.17, -2.09], [4.29, 0.54, -3.34], [4.08, 2.21, -5.16], [1.89, 3.22, -5.65], [-0.18, 3.82, -6.10], [-2.54, 4.50, -6.29], [-4.21, 3.65, -4.68], [-3.50, 2.16, -2.83], [-3.83, -2.11, 1.23], [-3.95, -0.74, 1.04], [-2.81, 0.04, 0.87], [-1.54, -0.53, 0.87], [-1.44, -1.91, 1.05], [-2.57, -2.69, 1.23], [-4.71, -2.72, 1.37], [-4.93, -0.28, 1.03], [-2.92, 1.10, 0.73], [-0.46, -2.38, 1.03], [-2.46, -3.76, 1.36], [-4.58, 5.49, -1.72], [-4.46, 4.79, -0.36], [-3.46, 3.74, -0.40], [-2.67, 2.90, -0.46], [-5.35, 6.26, -1.68], [-4.85, 4.77, -2.49], [-3.64, 5.95, -2.00], [-5.41, 4.33, -0.08], [-4.19, 5.50, 0.42]]
}

Which formula does entry 6 have?
C57H71AsBiBrN7O

What is the formula in the first record?
C3H3FO2Sc